ORCA calculation (ωB97M-V/def2-TZVPD) on a structure of composition C4H6LiO2Pb at a distorted geometry.

charge: +1
relative energy (zero: lowest compared OMol25 entry of this formula, charge and spin): 29.0 kcal per mole
electronic energy: -506.5081 a.u.
2S+1: 1
max |F|: 5.33 eV/Å

Geometry as XYZ:
```
14
C4H6LiO2Pb ωB97M-V/def2-TZVPD
O 0.3135 -2.0285 -0.8010
C 0.1759 -1.7020 0.4987
C 1.1540 -0.9803 1.1903
Pb -1.7238 -1.6084 -0.5493
Li 1.3617 -0.5356 -1.3450
H 2.2089 -1.0994 0.8883
H 1.0465 -0.8012 2.2632
C -0.5067 1.2167 -0.8460
C 0.1736 1.1811 0.3724
O -1.7129 0.4650 -0.9405
H -0.5400 2.1336 -1.4382
H 0.9930 1.8968 0.4796
H -0.4250 0.8749 1.2366
H -2.5186 0.9872 -1.0092
```